Below is a structure of composition C40H31N6O3PtSSe, with properties calculated with the ωB97M-V functional and the def2-TZVPD basis.

```
! RIJCOSX wB97M-V def2-TZVPD def2/J DEFGRID3
* xyz 0 2
Pt 0.92 -0.47 -0.35
O 2.68 -0.38 0.89
N 3.79 -0.02 0.23
C 4.76 0.56 0.97
C 5.96 0.90 0.42
C 6.17 0.63 -0.94
C 5.17 0.06 -1.68
C 3.93 -0.26 -1.10
S 2.61 -0.88 -2.01
H 4.49 0.71 2.00
H 6.72 1.36 1.03
H 7.12 0.88 -1.41
H 5.28 -0.14 -2.73
N -2.74 -1.72 9.30
C -2.35 -1.58 8.23
C -1.87 -1.40 6.89
C -2.66 -0.76 5.94
C -2.19 -0.58 4.65
C -0.93 -1.06 4.29
C -0.14 -1.70 5.24
C -0.60 -1.87 6.54
C -0.43 -0.85 2.90
C -0.16 0.47 2.54
C -0.14 1.60 3.41
C 0.31 2.66 2.67
C 0.53 2.16 1.36
N 0.25 0.87 1.29
C -0.24 -2.00 2.13
C -0.50 -3.33 2.54
C -0.13 -4.16 1.52
C 0.35 -3.32 0.49
N 0.27 -2.04 0.84
H -3.64 -0.40 6.22
H -2.79 -0.08 3.91
H 0.84 -2.06 4.97
H 0.01 -2.36 7.28
H -0.39 1.59 4.46
H 0.47 3.68 2.99
H 0.87 2.71 0.50
H -0.93 -3.62 3.49
H -0.18 -5.24 1.48
H 0.75 -3.61 -0.47
C -4.15 -0.45 -4.21
O -3.17 0.55 -3.95
C -3.01 0.95 -2.66
C -3.66 0.39 -1.57
C -3.39 0.88 -0.30
C -2.50 1.92 -0.11
C -1.84 2.48 -1.20
C -2.09 1.99 -2.47
N -1.52 2.52 -3.65
C -0.48 3.31 -3.87
C 0.67 3.57 -3.13
C 1.50 4.64 -3.60
C 2.70 4.92 -3.03
C 3.15 4.10 -1.94
C 2.42 3.05 -1.49
C 1.14 2.70 -2.07
O 0.48 1.71 -1.70
H -4.20 -0.55 -5.29
H -5.12 -0.15 -3.82
H -3.85 -1.40 -3.77
H -4.34 -0.43 -1.70
H -3.89 0.44 0.55
H -2.29 2.29 0.88
H -1.14 3.29 -1.06
H -2.09 2.31 -4.46
H -0.53 3.78 -4.85
H 1.15 5.23 -4.44
H 3.30 5.74 -3.38
H 4.10 4.33 -1.48
H 2.78 2.44 -0.68
Se -0.86 -0.81 -1.98
C -0.93 -2.69 -2.34
C 0.05 -3.35 -3.08
C -0.12 -4.70 -3.35
N -1.17 -5.41 -2.95
C -2.10 -4.77 -2.26
C -2.03 -3.43 -1.92
H 0.92 -2.82 -3.43
H 0.64 -5.23 -3.91
H -2.95 -5.36 -1.94
H -2.81 -2.97 -1.32
*
```

Output
Frontier orbital gap (spin up / spin down) ... 6.6281 / 6.6622 eV
LUMO (spin up / spin down) ... -0.02291 / -0.02148 Ha
Electronic energy ... -136491.0515 eV
HOMO level (spin up / spin down) ... -7.3 / -7.2 eV

=====

Below is a structure of composition C40H32Br3N12O3S2Y, with properties calculated with the ωB97M-V functional and the def2-TZVPD basis.

```
! RIJCOSX wB97M-V def2-TZVPD def2/J DEFGRID3
* xyz 2 1
Y -0.04 0.30 0.31
N 2.98 -1.21 3.38
C 2.49 -0.15 2.76
N 1.48 -0.52 2.00
C 1.41 -1.87 2.20
N 2.31 -2.33 3.04
C 0.41 -2.72 1.54
C 0.43 -4.10 1.68
N -0.49 -4.87 1.12
C -1.42 -4.26 0.39
C -1.43 -2.89 0.22
N -0.52 -2.11 0.79
H 3.76 -1.27 4.02
H 2.88 0.85 2.87
H 1.20 -4.57 2.28
H -2.17 -4.88 -0.08
H -2.18 -2.41 -0.39
Br 1.28 -3.12 7.83
C 0.44 -2.31 6.36
C 0.66 -0.96 6.11
C 0.07 -0.37 5.00
C -0.76 -1.11 4.18
C -1.00 -2.45 4.46
C -0.39 -3.06 5.55
N -1.35 -0.47 3.05
C -2.58 -0.70 2.82
C -3.30 0.03 1.75
C -4.68 -0.06 1.72
C -5.38 0.81 0.89
C -4.67 1.75 0.17
C -3.29 1.73 0.23
N -2.59 0.87 0.98
H 1.29 -0.38 6.77
H 0.24 0.68 4.79
H -1.63 -3.04 3.80
H -0.56 -4.10 5.75
H -3.18 -1.35 3.46
H -5.19 -0.77 2.35
H -6.46 0.77 0.85
H -5.18 2.48 -0.45
H -2.71 2.44 -0.35
Br 5.34 4.50 -1.51
C 3.74 3.61 -1.20
C 3.22 2.74 -2.14
C 2.06 2.05 -1.82
N 1.40 2.20 -0.67
C 1.87 3.12 0.20
C 3.04 3.81 -0.01
C 1.01 3.38 1.38
C 1.09 4.59 2.05
C 0.23 4.82 3.12
Br 0.30 6.44 4.04
C -0.68 3.84 3.48
C -0.69 2.67 2.75
N 0.13 2.43 1.72
H 3.71 2.58 -3.09
H 1.65 1.34 -2.53
H 3.43 4.50 0.73
H 1.78 5.36 1.74
H -1.37 3.98 4.30
H -1.38 1.88 3.00
O -0.39 -2.19 -2.28
S 0.81 -1.44 -2.57
O 0.68 -0.41 -3.59
N 1.43 -0.80 -1.17
C 2.79 -1.03 -1.12
S 3.87 -0.24 -0.16
C 3.21 -2.05 -2.12
C 4.47 -2.62 -2.28
C 4.64 -3.55 -3.29
C 3.58 -3.91 -4.14
C 2.33 -3.33 -3.99
C 2.19 -2.42 -2.96
H 5.28 -2.32 -1.63
H 5.61 -4.01 -3.44
H 3.74 -4.64 -4.92
H 1.51 -3.59 -4.64
N -1.27 0.77 -1.58
C -1.54 0.93 -2.70
N -1.83 1.11 -3.94
C -1.49 2.36 -4.65
C -2.60 2.64 -5.64
O -2.79 1.54 -6.50
C -3.20 0.38 -5.80
C -2.13 -0.05 -4.82
H -0.54 2.19 -5.18
H -1.36 3.16 -3.93
H -2.34 3.49 -6.26
H -3.53 2.87 -5.10
H -3.35 -0.40 -6.54
H -4.14 0.57 -5.27
H -1.21 -0.32 -5.33
H -2.45 -0.89 -4.20
*
```

Output
Frontier orbital gap ... 7.4066 eV
LUMO ... -0.20593 Ha
Electronic energy ... -298856.6571 eV
HOMO level ... -13.0 eV

=====

Below is a structure of composition C40H32F3N2OP2SV, with properties calculated with the ωB97M-V functional and the def2-TZVPD basis.

```
! RIJCOSX wB97M-V def2-TZVPD def2/J DEFGRID3
* xyz 1 4
V 0.69 0.21 0.11
O 0.00 -3.04 -0.09
S -0.69 -1.73 -0.22
C -1.45 -1.66 -1.83
C -2.36 -2.65 -2.20
C -2.85 -2.67 -3.50
C -2.40 -1.73 -4.42
C -1.44 -0.80 -4.06
C -0.94 -0.75 -2.76
P 0.53 0.28 -2.37
C 0.18 1.93 -3.04
C -1.12 2.41 -3.13
C -1.36 3.73 -3.51
C -0.29 4.57 -3.78
C 1.01 4.09 -3.67
C 1.25 2.78 -3.29
C 1.80 -0.47 -3.41
C 2.13 0.00 -4.68
C 3.08 -0.66 -5.44
C 3.72 -1.78 -4.93
C 3.40 -2.26 -3.67
C 2.45 -1.60 -2.90
C -1.95 -1.60 1.04
C -3.28 -1.97 0.89
C -4.13 -1.92 1.98
C -3.66 -1.53 3.22
C -2.33 -1.14 3.37
C -1.46 -1.16 2.29
P 0.27 -0.52 2.45
C 1.28 -1.91 3.02
C 0.76 -3.18 3.23
C 1.60 -4.22 3.62
C 2.96 -3.99 3.78
C 3.48 -2.72 3.55
C 2.65 -1.69 3.16
C 0.16 0.62 3.85
C 0.74 0.34 5.08
C 0.62 1.25 6.13
C -0.08 2.43 5.95
C -0.67 2.71 4.73
C -0.55 1.82 3.68
H -2.64 -3.43 -1.51
H -3.56 -3.43 -3.79
H -2.77 -1.75 -5.44
H -1.05 -0.13 -4.81
H -1.97 1.76 -2.92
H -2.37 4.09 -3.59
H -0.47 5.59 -4.08
H 1.84 4.75 -3.88
H 2.27 2.44 -3.19
H 1.64 0.88 -5.08
H 3.33 -0.28 -6.42
H 4.47 -2.29 -5.52
H 3.89 -3.13 -3.27
H 2.21 -1.97 -1.91
H -3.66 -2.27 -0.07
H -5.17 -2.20 1.86
H -4.32 -1.50 4.07
H -1.98 -0.80 4.33
H -0.30 -3.37 3.11
H 1.19 -5.20 3.79
H 3.61 -4.79 4.08
H 4.54 -2.54 3.66
H 3.07 -0.71 2.96
H 1.28 -0.58 5.24
H 1.08 1.02 7.08
H -0.16 3.13 6.77
H -1.21 3.63 4.59
H -1.01 2.05 2.73
F 3.20 0.18 0.17
C 2.45 1.37 0.42
F 2.96 2.28 -0.47
F 2.88 1.79 1.64
N -2.12 1.74 0.03
C -2.65 2.97 0.05
C -1.60 3.86 0.20
C -0.46 3.05 0.26
N -0.78 1.77 0.17
H -2.60 0.85 -0.01
H -3.71 3.11 -0.03
H -1.65 4.93 0.24
H 0.57 3.34 0.36
*
```

Output
Frontier orbital gap (spin up / spin down) ... 7.8941 / 8.2036 eV
LUMO (spin up / spin down) ... -0.10392 / -0.11057 Ha
Electronic energy ... -110274.9292 eV
HOMO level (spin up / spin down) ... -10.7 / -11.2 eV

=====

Below is a structure of composition C40H32F4N5O2PV, with properties calculated with the ωB97M-V functional and the def2-TZVPD basis.

```
! RIJCOSX wB97M-V def2-TZVPD def2/J DEFGRID3
* xyz 1 3
V -0.09 1.07 -0.23
C 3.33 2.67 2.02
N 2.58 1.42 1.97
C 3.43 0.30 2.30
C 1.42 1.46 2.85
C 0.38 2.51 2.48
N -0.01 2.47 1.07
C -0.62 3.65 0.59
C -0.65 3.86 -0.78
F -0.11 2.86 -1.56
C -1.20 4.96 -1.40
F -1.16 5.05 -2.73
C -1.79 5.95 -0.63
C -1.80 5.76 0.74
F -2.38 6.66 1.53
C -1.25 4.63 1.35
F -1.39 4.51 2.68
H 3.63 2.93 3.05
H 2.74 3.49 1.62
H 4.23 2.58 1.42
H 3.87 0.38 3.31
H 4.24 0.21 1.58
H 2.84 -0.63 2.27
H 1.72 1.66 3.89
H 0.97 0.46 2.84
H 0.76 3.51 2.71
H -0.49 2.37 3.14
H -2.23 6.83 -1.07
C -1.25 -2.52 5.38
C -1.29 -1.16 5.10
C -1.04 -0.72 3.81
C -0.75 -1.62 2.79
C -0.72 -2.98 3.08
C -0.97 -3.43 4.37
P -0.59 -1.01 1.09
C -0.17 -2.46 0.10
C 1.17 -2.73 -0.15
C 1.54 -3.80 -0.95
C 0.57 -4.61 -1.52
C -0.78 -4.36 -1.27
C -1.14 -3.29 -0.46
C -2.25 -0.38 0.70
C -3.48 -0.91 1.09
C -4.64 -0.23 0.77
C -4.55 0.99 0.09
C -3.32 1.52 -0.28
C -2.14 0.84 0.01
H -1.44 -2.87 6.38
H -1.51 -0.45 5.88
H -1.10 0.34 3.60
H -0.49 -3.70 2.31
H -0.93 -4.49 4.59
H 1.94 -2.09 0.27
H 2.59 -4.00 -1.13
H 0.85 -5.44 -2.15
H -1.54 -4.99 -1.71
H -2.19 -3.10 -0.27
H -3.53 -1.84 1.65
H -5.60 -0.62 1.06
H -5.46 1.53 -0.15
H -3.30 2.47 -0.80
O 2.16 -3.09 -6.46
N 1.35 -3.15 -5.57
O 0.54 -4.04 -5.41
C 1.37 -2.07 -4.55
C 2.55 -1.48 -4.33
C 2.66 -0.49 -3.29
C 3.83 0.26 -3.05
C 3.84 1.19 -2.06
C 2.69 1.32 -1.25
N 1.59 0.63 -1.45
C 1.55 -0.23 -2.50
C 0.27 -0.81 -2.81
N -0.77 -0.35 -2.08
C -1.98 -0.74 -2.43
C -2.21 -1.62 -3.50
C -1.16 -2.14 -4.20
C 0.15 -1.72 -3.86
H 3.41 -1.75 -4.93
H 4.71 0.10 -3.67
H 4.70 1.81 -1.86
H 2.67 2.00 -0.41
H -2.80 -0.36 -1.85
H -3.23 -1.90 -3.75
H -1.32 -2.83 -5.01
*
```

Output
Frontier orbital gap (spin up / spin down) ... 7.1004 / 7.2092 eV
LUMO (spin up / spin down) ... -0.13214 / -0.13301 Ha
Electronic energy ... -99383.9735 eV
HOMO level (spin up / spin down) ... -10.7 / -10.8 eV

=====

Below is a structure of composition C40H32F9LaOP2, with properties calculated with the ωB97M-V functional and the def2-TZVPD basis.

```
! RIJCOSX wB97M-V def2-TZVPD def2/J DEFGRID3
* xyz 2 1
C -0.17 -2.04 -2.42
C 1.00 -1.82 -1.67
C 1.65 -2.91 -1.04
C 1.21 -4.20 -1.29
C 0.10 -4.41 -2.11
C -0.61 -3.34 -2.65
P 1.49 -0.14 -1.24
C 3.25 -0.23 -0.76
C 3.64 -0.18 0.59
C 5.00 -0.27 0.91
C 5.95 -0.46 -0.10
C 5.55 -0.53 -1.44
C 4.21 -0.39 -1.78
La 0.50 1.39 1.08
P -1.65 -0.58 1.00
C -1.18 -2.27 1.44
C -1.84 -3.36 0.87
C -1.45 -4.65 1.22
C -0.35 -4.84 2.06
C 0.36 -3.76 2.58
C -0.05 -2.47 2.27
C -2.32 0.22 2.51
C -2.54 1.62 2.51
C -2.93 2.26 3.68
C -3.13 1.52 4.85
C -2.92 0.14 4.85
C -2.50 -0.51 3.69
C -2.93 -0.47 -0.27
C -2.72 0.32 -1.42
C -3.75 0.48 -2.34
C -4.98 -0.14 -2.10
C -5.20 -0.89 -0.95
C -4.18 -1.05 -0.01
C 1.34 0.89 -2.74
C 1.42 0.30 -4.01
C 1.29 1.10 -5.15
C 1.06 2.47 -5.01
C 0.96 3.06 -3.75
C 1.11 2.27 -2.61
H -2.43 2.21 1.58
H -3.08 3.34 3.68
H -3.47 2.02 5.76
H -3.07 -0.44 5.76
H -2.30 -1.59 3.69
H -2.67 -3.19 0.19
H -2.00 -5.50 0.81
H -0.04 -5.86 2.31
H 1.22 -3.91 3.22
H 0.49 -1.61 2.70
H -1.75 0.81 -1.59
H -3.58 1.08 -3.23
H -5.79 -0.01 -2.82
H -6.16 -1.36 -0.76
H -4.33 -1.62 0.91
H 1.57 -0.78 -4.10
H 1.36 0.63 -6.13
H 0.96 3.09 -5.91
H 0.78 4.13 -3.64
H 1.06 2.76 -1.62
H 2.90 -0.10 1.40
H 5.32 -0.21 1.95
H 7.01 -0.55 0.16
H 6.29 -0.68 -2.23
H 3.88 -0.42 -2.81
H 2.51 -2.73 -0.40
H 1.73 -5.05 -0.82
H -0.23 -5.42 -2.28
H -1.51 -3.51 -3.25
H -0.71 -1.19 -2.84
H -1.87 -5.92 -2.90
H -2.13 -5.34 -3.32
F 0.15 3.76 3.95
C 1.26 3.91 3.19
F 2.18 4.65 3.82
F 1.78 2.58 3.06
C 0.93 4.41 1.78
O 0.10 3.49 1.13
C 0.15 5.73 1.84
F 0.84 6.67 2.53
F -0.14 6.20 0.61
F -1.04 5.52 2.47
C 2.23 4.49 0.94
F 3.22 5.18 1.52
F 2.72 3.20 0.71
F 2.00 5.00 -0.30
*
```

Output
Frontier orbital gap ... 7.7566 eV
LUMO ... -0.22557 Ha
Electronic energy ... -87929.2528 eV
HOMO level ... -13.9 eV